An isolated molecule of C19H22N2O4S, computed with the ωB97M-V functional and the def2-TZVPD basis.

```
48
Properties=species:S:1:pos:R:3:nbo_charge:R:1
C 2.80 -5.64 0.60 -0.2549
O 3.27 -4.38 0.16 -0.4823
C 2.57 -3.27 0.49 0.3375
C 3.10 -2.06 0.02 -0.2543
C 2.47 -0.87 0.29 -0.1462
C 1.30 -0.88 1.03 -0.3910
S 0.48 0.67 1.34 2.3249
O 1.39 1.61 1.95 -0.9581
O -0.75 0.44 2.05 -0.9382
N 0.26 1.22 -0.22 -0.7081
C 0.34 2.65 -0.44 -0.3052
C -0.90 3.33 0.15 0.6609
O -1.85 3.65 -0.53 -0.6097
N -0.83 3.49 1.49 -0.6254
C -1.95 3.89 2.28 -0.0663
C -2.54 5.25 2.05 -0.4032
C -1.74 4.97 3.29 -0.4233
C -0.29 0.36 -1.17 0.2172
C 0.11 0.41 -2.50 -0.2496
C -0.39 -0.49 -3.42 -0.1881
C -1.29 -1.49 -3.04 -0.0304
C -1.83 -2.45 -4.04 -0.6245
C -1.68 -1.54 -1.71 -0.1874
C -1.20 -0.63 -0.78 -0.2647
C 0.77 -2.06 1.51 -0.0854
C 1.40 -3.26 1.24 -0.3326
H 1.81 -5.86 0.19 0.1800
H 3.51 -6.37 0.21 0.2053
H 2.78 -5.70 1.69 0.1804
H 4.02 -2.10 -0.56 0.2318
H 2.87 0.07 -0.06 0.2335
H 1.25 3.02 0.04 0.2313
H 0.37 2.85 -1.51 0.2365
H -0.04 3.09 1.98 0.4210
H -2.62 3.07 2.53 0.2094
H -3.61 5.36 2.13 0.2181
H -2.09 5.86 1.29 0.2258
H -2.25 4.89 4.24 0.2157
H -0.75 5.40 3.36 0.2167
H 0.82 1.16 -2.82 0.2126
H -0.07 -0.43 -4.45 0.2096
H -1.10 -2.66 -4.82 0.2155
H -2.72 -2.03 -4.52 0.2219
H -2.12 -3.39 -3.57 0.2147
H -2.38 -2.29 -1.39 0.2088
H -1.54 -0.66 0.24 0.2398
H -0.14 -2.03 2.09 0.2340
H 0.97 -4.17 1.62 0.2258
```

The SMILES is COc1ccc(S(=O)(=O)N(CC(=O)NC2CC2)c2ccc(C)cc2)cc1. Its HOMO energy is -8.365 eV. As for the spin multiplicity: 1. The molecular weight comes out at 374.5 u. The calculation puts the largest force on an atom at 0.02149 Eh/bohr. The gap between HOMO and LUMO is 8.901 eV. Its relative energy (zero: lowest compared OMol25 entry of this formula, charge and spin) is 2.718 eV.